Entry from the OMol25 dataset: a 2-piece molecular cluster, C6H13FSi overall at a distorted geometry (ωB97M-V with the def2-TZVPD basis set).

Each line ends with the Löwdin charge.
Atoms and positions in Å:
C (-1.8617, -1.7268, 1.2361)  -0.10
C (-1.3951, -0.4919, 0.9845)  -0.30
C (2.0814, -2.2129, -0.5197)  -0.23
C (0.0561, 2.6195, 0.5236)  -0.21
C (1.9372, -0.8725, -1.0297)  -0.09
C (-1.0330, 2.2923, -0.4450)  -0.33
F (-2.3354, 0.1163, -1.7483)  -0.23
Si (-1.1196, 0.3431, -0.6426)  0.73
H (-1.8341, -2.4271, 2.0547)  0.04
H (-2.4660, -2.3373, 0.4701)  0.07
H (-0.8566, -0.0026, 1.8896)  0.08
H (1.8161, -2.5187, 0.5967)  0.11
H (1.7132, -2.9766, -1.2909)  0.09
H (3.1164, -2.4734, -0.6872)  0.05
H (0.4539, 3.6431, 0.5282)  0.08
H (-0.4569, 2.6605, 1.5188)  0.08
H (0.8069, 1.9125, 0.7018)  0.02
H (1.8234, -0.8549, -2.1195)  0.05
H (2.2420, -0.0981, -0.5060)  -0.03
H (-0.6959, 2.7625, -1.3290)  0.05
H (-1.9922, 2.6430, -0.1863)  0.05

Output
E_tot: -17024.47820 eV
LUMO level (alpha / beta): 0.01909 / -0.01435 Ha
energy above the lowest of the compared OMol25 structures with the same formula, charge and spin: 5.306 eV
highest occupied orbital energy (alpha / beta): -7.35 / -7.92 eV
total charge: 0
orbital gap (alpha / beta): 7.9 / 7.5 eV


Entry from the OMol25 dataset: C6H13GdNO4S as an isolated structure at a distorted geometry (ωB97M-V with the def2-TZVPD basis set).

Each line ends with the Löwdin spin population.
Atoms and positions in Å:
C (1.5905, 1.3387, 1.6951)  0.00
C (1.5608, 1.0075, 0.2179)  0.00
N (0.5513, -0.0517, -0.1127)  0.00
C (-0.2783, 0.3307, -1.2540)  -0.04
C (-1.3233, 1.3897, -0.8725)  0.01
O (-1.9925, 1.1268, 0.3992)  0.16
S (-3.3847, 0.3881, 0.3970)  0.38
O (-3.6628, -0.2734, -0.8396)  0.30
O (-3.3199, -0.6200, 1.5742)  0.11
C (1.1663, -1.3128, -0.2830)  -0.02
C (0.7315, -2.4816, 0.4949)  0.00
O (2.0878, -1.4653, -1.1138)  -0.12
H (0.6662, 1.7931, 2.0331)  0.00
H (1.7881, 0.4599, 2.3011)  0.00
H (2.4010, 2.0304, 1.8993)  0.00
H (1.3380, 1.9238, -0.3236)  0.00
H (2.5689, 0.7188, -0.0796)  0.00
H (-0.7085, -0.5425, -1.7518)  -0.01
H (0.3765, 0.8699, -1.9900)  -0.04
H (-0.7838, 2.3107, -0.6870)  0.00
H (-2.0195, 1.5982, -1.6770)  0.00
H (-3.2316, -1.5184, 1.1991)  0.01
H (1.0633, -2.3904, 1.5319)  0.00
H (-0.3515, -2.5641, 0.4925)  0.00
H (1.1882, -3.3736, 0.0869)  0.00
Gd (1.9779, -0.6924, -3.3378)  6.26

Output
E_tot: -47748.52728 eV
LUMO level (alpha / beta): -0.46821 / -0.53812 Ha
highest occupied orbital energy (alpha / beta): -20.59 / -20.14 eV
spin multiplicity: 8
total charge: +3
orbital gap (alpha / beta): 7.8 / 5.5 eV


Entry from the OMol25 dataset: C6H13GdO3 as an isolated structure at a distorted geometry (ωB97M-V with the def2-TZVPD basis set).

Each line ends with the Löwdin spin population.
Atoms and positions in Å:
C (3.8409, -0.2013, -0.4597)  0.00
C (4.1947, -0.8019, 0.8933)  0.00
H (4.1062, -0.8831, -1.2796)  0.00
H (4.3784, 0.7438, -0.6347)  0.00
H (3.8195, -1.8298, 0.9911)  0.00
H (3.7486, -0.2204, 1.7160)  0.00
H (5.2864, -0.8492, 1.0377)  0.00
O (-2.5597, 2.6357, -0.8767)  -0.06
C (-1.2571, 2.2445, -1.1627)  0.09
C (-1.0499, 0.7700, -0.9650)  0.63
O (-1.7814, 0.2865, 0.0905)  0.16
C (-2.1313, -1.1035, 0.1640)  0.01
C (-3.3009, -1.1816, 1.1466)  0.00
O (-4.2727, -0.2297, 0.8616)  -0.06
Gd (-3.7651, 1.5453, 0.1852)  7.15
H (-0.5265, 2.7978, -0.5241)  0.03
H (-0.9661, 2.4805, -2.2071)  0.01
H (2.7538, 0.0188, -0.5434)  0.00
H (-1.2627, -1.6909, 0.4944)  0.00
H (-2.4383, -1.4317, -0.8414)  0.01
H (-2.8960, -1.0560, 2.1723)  0.00
H (-3.6992, -2.2134, 1.0919)  0.00
H (-0.2215, 0.1698, -1.3501)  0.03

Output
E_tot: -33400.47335 eV
LUMO level (alpha / beta): -0.23284 / -0.17300 Ha
highest occupied orbital energy (alpha / beta): -11.81 / -13.87 eV
spin multiplicity: 9
total charge: +1
orbital gap (alpha / beta): 5.5 / 9.2 eV


Entry from the OMol25 dataset: an isolated ion of composition C6H13INO and charge +1 at a distorted geometry (ωB97M-V with the def2-TZVPD basis set).

Each line ends with the Löwdin charge.
Atoms and positions in Å:
C (2.7014, -0.9635, 0.8290)  -0.13
C (2.2023, -1.1817, -0.6438)  -0.20
C (1.8842, 0.2660, 1.3247)  -0.16
C (1.1700, -0.0737, -0.9536)  -0.50
C (-4.1894, 0.0640, -0.9089)  -0.06
C (-3.0839, 0.0864, 0.2181)  -0.72
N (1.7037, 0.9720, 0.0352)  -0.04
O (-3.2403, 0.9430, 1.1369)  0.01
I (-1.0435, -0.4116, -0.1839)  1.34
H (2.6333, -1.7290, 1.6822)  0.15
H (3.7092, -0.7813, 0.6995)  0.07
H (2.9964, -1.0405, -1.3022)  0.08
H (1.7484, -2.1953, -0.9602)  0.14
H (0.9104, -0.2671, 1.5875)  0.07
H (2.1284, 0.8311, 2.0964)  0.08
H (1.3304, 0.2342, -1.9334)  0.06
H (-3.9708, 1.1134, -1.4257)  0.14
H (-5.1401, 0.2190, -0.4190)  0.07
H (-4.2268, -0.7379, -1.5635)  0.05
H (1.1336, 1.8761, 0.0043)  0.19
H (2.6706, 1.2439, -0.2451)  0.18
H (-4.0275, 1.5324, 0.9256)  0.16

Output
E_tot: -18060.19321 eV
LUMO level: -0.13285 Ha
energy above the lowest of the compared OMol25 structures with the same formula, charge and spin: 2.770 eV
highest occupied orbital energy: -11.31 eV
total charge: +1
orbital gap: 7.7 eV


Entry from the OMol25 dataset: C6H13MgO5Tb as an isolated structure at a distorted geometry (ωB97M-V with the def2-TZVPD basis set).

Each line ends with the Löwdin spin population.
Atoms and positions in Å:
O (-1.3472, -0.1092, -0.9021)  0.02
C (-1.9755, 0.5765, -1.9760)  0.00
C (-1.0091, 1.5508, -2.6259)  0.00
O (0.2298, 0.8625, -2.8425)  0.03
C (1.1844, 1.6143, -3.5917)  0.01
Tb (0.7942, -0.5497, -1.3828)  7.20
H (-2.8647, 1.1225, -1.6287)  0.00
H (-2.2999, -0.1801, -2.7038)  0.00
H (-0.8127, 2.4221, -1.9817)  0.00
H (-1.4062, 1.8985, -3.5898)  0.00
H (2.1548, 1.1188, -3.4859)  0.00
H (0.8883, 1.6195, -4.6486)  0.00
H (1.2415, 2.6403, -3.2017)  0.00
O (0.3332, 0.5984, 0.5966)  -0.04
C (-0.9877, 0.6696, 0.5512)  0.00
O (-1.6838, 0.0542, 1.5485)  0.00
C (-1.1036, 0.0145, 2.8254)  0.00
O (-0.1026, -0.9839, 2.9027)  -0.02
C (-0.6032, -2.3226, 3.0844)  -0.01
Mg (1.5022, -0.6520, 1.6634)  -0.19
H (-1.3587, 1.6860, 0.3525)  0.00
H (-1.9071, -0.2274, 3.5290)  0.00
H (-0.6446, 0.9770, 3.0805)  0.00
H (0.2597, -2.9964, 3.0741)  0.00
H (-1.1080, -2.3869, 4.0552)  0.00
H (-1.2838, -2.5807, 2.2624)  0.00

Output
E_tot: -44518.84494 eV
LUMO level (alpha / beta): -0.48816 / -0.47653 Ha
energy above the lowest of the compared OMol25 structures with the same formula, charge and spin: 0.021 eV
highest occupied orbital energy (alpha / beta): -20.87 / -19.30 eV
spin multiplicity: 8
total charge: +3
orbital gap (alpha / beta): 7.6 / 6.3 eV


Entry from the OMol25 dataset: an isolated ion of composition C6H13N and charge -1 at a distorted geometry (ωB97M-V with the def2-TZVPD basis set).

Each line ends with the Löwdin spin population.
Atoms and positions in Å:
C (-0.3952, -0.5435, 0.9922)  0.12
N (-0.0766, 0.3464, -0.1737)  0.01
C (-0.9914, 0.0735, -1.2852)  0.10
C (-2.2668, 0.9804, -1.1488)  0.07
C (1.2834, 0.2590, -0.4746)  0.12
C (2.1059, -0.3750, 0.7836)  0.12
C (0.9418, -0.7455, 1.6876)  0.10
H (-1.1039, 0.0172, 1.5923)  0.03
H (-0.7457, -1.5109, 0.7325)  0.05
H (-1.3164, -0.8887, -1.2172)  0.04
H (-0.6637, 0.3910, -2.2695)  0.02
H (-2.0330, 1.9566, -1.5133)  0.00
H (-2.6258, 1.0323, -0.1825)  0.01
H (-3.2091, 0.7039, -1.8937)  0.02
H (1.8056, 1.2796, -0.1518)  0.03
H (1.5884, -0.1331, -1.5128)  0.05
H (2.8613, 0.3434, 1.1511)  0.02
H (2.7046, -1.2924, 0.3884)  0.05
H (1.0540, -0.1080, 2.5548)  0.02
H (1.0826, -1.7862, 1.9405)  0.04

Output
E_tot: -7919.11314 eV
LUMO level (alpha / beta): 0.15510 / 0.15374 Ha
energy above the lowest of the compared OMol25 structures with the same formula, charge and spin: 2.239 eV
highest occupied orbital energy (alpha / beta): 1.48 / -4.34 eV
spin multiplicity: 2
total charge: -1
orbital gap (alpha / beta): 2.7 / 8.5 eV